{"formula": "C54H56BrHgN6OS3", "method": "ωB97M-V with the def2-TZVPD basis set", "symbols": ["Hg", "N", "S", "N", "S", "N", "S", "N", "C", "C", "C", "C", "C", "C", "C", "C", "C", "C", "C", "C", "C", "C", "C", "C", "C", "C", "C", "C", "C", "C", "C", "C", "C", "C", "C", "C", "C", "C", "C", "C", "C", "C", "C", "C", "H", "H", "H", "H", "H", "H", "H", "H", "H", "H", "H", "H", "H", "H", "H", "H", "H", "H", "H", "H", "H", "H", "H", "H", "H", "H", "H", "H", "H", "H", "C", "C", "C", "C", "C", "C", "C", "N", "C", "C", "C", "C", "C", "C", "C", "N", "C", "C", "C", "C", "H", "H", "H", "H", "H", "H", "H", "H", "H", "H", "H", "H", "H", "H", "H", "H", "H", "H", "H", "H", "H", "H", "H", "H", "O", "H", "H", "Br"], "xyz": [[9.21750, 11.58439, 16.03575], [9.02489, 12.08684, 18.68665], [9.87008, 12.12046, 19.82970], [11.41827, 11.51692, 19.69380], [12.81609, 12.08989, 19.45356], [13.20690, 12.80072, 18.17510], [12.85401, 12.27650, 16.60353], [11.55301, 12.54738, 16.12695], [14.21139, 13.17637, 15.81908], [15.46562, 13.52856, 16.32926], [16.42156, 14.11882, 15.48731], [16.05726, 14.44686, 14.18316], [14.77402, 14.25028, 13.73454], [13.81600, 13.62053, 14.55078], [13.39496, 10.57361, 16.58391], [12.40063, 9.71168, 16.96551], [12.69122, 8.36242, 17.12853], [13.98618, 7.91091, 16.95947], [15.03189, 8.80059, 16.62570], [14.72366, 10.14736, 16.40042], [13.34397, 13.35621, 20.68584], [13.33157, 12.99744, 22.05332], [13.78237, 13.95656, 22.96728], [14.17141, 15.20600, 22.56454], [14.20629, 15.49103, 21.19975], [13.83356, 14.58127, 20.26534], [13.91477, 10.71440, 19.90693], [13.35875, 9.50150, 20.32650], [14.18524, 8.47310, 20.76586], [15.56302, 8.69530, 20.87727], [16.14921, 9.92725, 20.54075], [15.32890, 10.92557, 20.05280], [9.46555, 11.07806, 21.29116], [10.31126, 10.40660, 22.17233], [9.75145, 9.50505, 23.09783], [8.40104, 9.21048, 23.08758], [7.56045, 9.86974, 22.20384], [8.08717, 10.79916, 21.30533], [10.11581, 13.81104, 20.50412], [10.14337, 14.68159, 19.42107], [10.33712, 16.04000, 19.56844], [10.51618, 16.53306, 20.85396], [10.49674, 15.65841, 21.95196], [10.32970, 14.29152, 21.78490], [15.72853, 13.25776, 17.33697], [17.37958, 14.38984, 15.87663], [16.78526, 14.93664, 13.51040], [14.49204, 14.63520, 12.75582], [12.75589, 13.41023, 14.23901], [11.39448, 10.05364, 17.18858], [11.89121, 7.70738, 17.38881], [14.16154, 6.87010, 17.08848], [16.02765, 8.42275, 16.43810], [15.46871, 10.84089, 16.05360], [12.93418, 12.02703, 22.38638], [13.77130, 13.62201, 23.99211], [14.47252, 15.95004, 23.30279], [14.54096, 16.49384, 20.91448], [13.75520, 14.84826, 19.21264], [12.30078, 9.32627, 20.23553], [13.72130, 7.52850, 21.04438], [16.20957, 7.87453, 21.15022], [17.21086, 10.04492, 20.67603], [15.69792, 11.91595, 19.85661], [11.37284, 10.61595, 22.11563], [10.45039, 9.09403, 23.79307], [8.08803, 8.57577, 23.84045], [6.50964, 9.70600, 22.18629], [7.46299, 11.21719, 20.47228], [9.96938, 14.24169, 18.45839], [10.28831, 16.71830, 18.71352], [10.63269, 17.57956, 21.05185], [10.68582, 15.99869, 22.95000], [10.26939, 13.61784, 22.63813], [10.46514, 14.20529, 9.00267], [9.91238, 12.79702, 9.15766], [8.61560, 12.72215, 8.33682], [10.96690, 11.81852, 8.64649], [9.55701, 12.51376, 10.62612], [9.41818, 11.18253, 11.03011], [9.21965, 10.88295, 12.34111], [9.21600, 11.77944, 13.32992], [9.28765, 13.12117, 12.99653], [9.48684, 13.46308, 11.62226], [9.20130, 14.08157, 14.08387], [9.55911, 15.45538, 13.94064], [9.30271, 16.34723, 14.96910], [8.72229, 15.83279, 16.16001], [8.58264, 14.49958, 16.34230], [8.82623, 13.60940, 15.32302], [9.59151, 17.81985, 14.94700], [10.29922, 18.27832, 16.24240], [10.45396, 18.27509, 13.79660], [8.24015, 18.59475, 14.85022], [10.82228, 14.36325, 7.98120], [11.32437, 14.38206, 9.66043], [9.78230, 15.01033, 9.27385], [8.84166, 12.77649, 7.27064], [7.99801, 13.61571, 8.55679], [8.04233, 11.81996, 8.57336], [11.19629, 12.09232, 7.58852], [10.54826, 10.82118, 8.61355], [11.91341, 11.77618, 9.18744], [9.49031, 10.37707, 10.29026], [9.03453, 9.85115, 12.66893], [9.58999, 14.52429, 11.33437], [9.97284, 15.84130, 13.00521], [8.48139, 16.45903, 16.99296], [8.20032, 14.04058, 17.25773], [11.25334, 17.76636, 16.42046], [9.61114, 18.15767, 17.10333], [10.57680, 19.30300, 16.10807], [11.46413, 17.85701, 13.86556], [10.52979, 19.36573, 13.84388], [9.98770, 18.01340, 12.82981], [7.49728, 18.17152, 15.51222], [7.82844, 18.64735, 13.83248], [8.39689, 19.61265, 15.21420], [6.12585, 11.10543, 17.71971], [6.27265, 11.38595, 16.81913], [6.95603, 10.65479, 17.94825], [8.74196, 9.34928, 16.63979]], "lowdin_charge": [0.764, -0.317, 0.718, -0.365, 0.837, -0.363, 0.712, -0.304, -0.306, -0.077, -0.070, -0.094, -0.075, -0.051, -0.300, -0.123, -0.065, -0.065, -0.051, -0.044, -0.268, -0.053, -0.079, -0.071, -0.075, -0.078, -0.260, -0.083, -0.058, -0.063, -0.064, -0.049, -0.274, -0.072, -0.068, -0.072, -0.055, -0.061, -0.271, -0.090, -0.047, -0.062, -0.074, -0.074, 0.093, 0.096, 0.115, 0.109, 0.116, 0.017, 0.103, 0.095, 0.103, 0.098, 0.110, 0.108, 0.114, 0.119, 0.115, 0.100, 0.114, 0.102, 0.106, 0.105, 0.070, 0.097, 0.083, 0.101, 0.115, 0.062, 0.089, 0.099, 0.100, 0.116, -0.084, -0.563, -0.042, -0.057, -0.186, -0.066, -0.167, 0.027, -0.213, 0.023, -0.243, 0.036, -0.183, -0.066, -0.167, -0.094, -0.564, -0.059, -0.077, -0.035, 0.084, 0.088, 0.076, 0.080, 0.094, 0.086, 0.093, 0.064, 0.092, 0.104, 0.109, 0.098, 0.099, 0.089, 0.086, 0.093, 0.073, 0.066, 0.092, 0.085, 0.087, 0.073, 0.090, 0.079, -0.128, -0.007, -0.094, 0.021], "multiplicity": 2, "total_energy_ha": -6416.7743, "de_lowest_kcal_mol": 0.0, "e_homo_ev": [-4.157, -7.496]}